# 1
This record from the Open Molecules 2025 dataset describes C25H40BrCl3IrN3O3Si as an isolated structure in a non-equilibrium geometry. The level of theory is the ωB97M-V functional and the def2-TZVPD basis.

The geometry in XYZ format:
```
77
Properties=species:S:1:pos:R:3:forces:R:3:lowdin_spin:R:1
C -1.852 -2.011 -3.224 -0.12 0.00 -0.36 0.0000
C -1.152 -2.716 -2.103 0.50 -0.57 0.70 0.0054
H -1.214 -1.957 -4.121 -0.20 0.02 0.19 0.0000
H -2.143 -0.992 -2.950 0.06 -0.21 -0.02 0.0007
H -2.756 -2.578 -3.504 0.20 0.25 0.01 0.0000
C -0.557 -3.903 -2.286 -0.18 0.46 0.09 0.0101
C -0.527 -4.627 -3.595 0.19 -0.38 -0.32 0.0019
H -0.056 -4.420 -1.467 -0.30 0.25 -0.09 0.0003
H -0.204 -4.005 -4.444 -0.15 -0.06 0.26 0.0003
H -1.505 -5.058 -3.855 0.15 0.14 0.02 0.0005
H 0.176 -5.461 -3.519 -0.10 0.03 -0.17 0.0001
Ir 0.026 0.903 0.460 0.06 -1.09 -0.99 2.7400
Cl -2.262 1.134 0.337 -2.28 0.27 0.04 0.2384
Cl 1.243 2.950 -0.327 0.63 1.09 0.37 0.1956
H 1.334 4.618 4.147 0.04 -0.07 -0.20 0.0005
H -1.083 5.984 3.384 0.11 0.00 -0.13 0.0004
C 1.396 4.459 3.062 0.03 0.01 -0.01 0.0022
C -0.669 5.698 2.408 -0.25 -0.19 0.14 0.0021
N 0.052 4.436 2.495 -0.25 -0.09 0.11 0.0195
H 1.896 3.509 2.847 -0.16 0.35 0.02 0.0008
C -0.507 3.293 2.117 1.47 -0.82 0.06 0.0209
O 0.151 2.204 2.144 -1.36 2.73 1.64 0.0997
H -1.492 5.584 1.695 0.16 0.13 0.11 0.0001
H -1.549 3.341 1.753 0.42 -0.06 0.01 0.0002
H 1.948 5.294 2.618 -0.04 -0.23 0.03 0.0003
H 0.010 6.486 2.072 -0.12 -0.17 -0.06 0.0008
H 2.010 -0.419 -2.769 0.12 0.17 0.23 0.0016
H 2.627 -3.017 -1.638 0.11 0.23 0.05 0.0011
C 2.871 -0.125 -2.154 -0.26 -0.08 -0.15 0.0023
C 3.455 -2.373 -1.306 -0.10 -0.06 0.14 0.0022
N 2.989 -1.025 -1.013 0.26 0.06 0.36 0.0315
H 2.767 0.915 -1.825 -0.08 -0.34 0.03 -0.0001
C 2.662 -0.689 0.230 -0.63 1.41 -0.10 0.0334
O 2.096 0.401 0.566 2.71 -2.53 -0.30 0.0449
H 3.904 -2.802 -0.404 -0.05 -0.02 -0.22 0.0003
H 2.967 -1.433 0.994 -0.15 0.19 -0.36 0.0016
H 3.774 -0.245 -2.762 -0.05 0.12 0.15 0.0007
H 4.199 -2.324 -2.105 -0.02 -0.06 0.19 0.0001
O -0.051 -1.120 -0.736 1.05 0.34 0.64 0.2371
C -1.127 -1.973 -0.758 -0.18 -0.30 0.52 0.0150
C 0.105 -3.522 0.801 0.04 -0.37 0.42 0.0000
C -1.071 -2.845 0.503 -0.64 0.21 -0.69 -0.0006
H 0.967 -3.391 0.138 -0.28 -0.08 0.32 0.0003
C 0.157 -4.352 1.922 0.07 0.14 -0.33 0.0002
H -2.063 -1.397 -0.723 -0.21 -0.05 0.12 0.0036
C -2.173 -2.920 1.358 0.25 -0.23 -0.18 -0.0004
H 1.074 -4.904 2.131 -0.28 0.09 0.06 0.0000
C -0.954 -4.460 2.759 0.08 -0.07 0.18 -0.0004
C -2.112 -3.734 2.490 0.00 0.14 -0.14 0.0001
H -3.067 -2.338 1.104 0.29 -0.26 0.19 0.0001
H -0.905 -5.092 3.647 -0.02 0.12 -0.24 0.0000
H -2.971 -3.803 3.157 0.19 -0.01 -0.09 0.0000
Si -0.366 3.060 -2.646 0.29 -0.68 -0.42 0.0112
Cl -0.211 1.002 -1.906 -0.49 1.21 -3.60 0.1315
C 1.298 3.741 -3.204 -0.06 0.35 -0.26 0.0055
C -1.461 4.045 -1.510 -0.32 0.48 -0.06 -0.0008
C -1.275 2.817 -4.301 -0.09 -0.14 0.20 0.0070
H 2.101 2.998 -3.164 -0.21 0.04 0.08 0.0004
H 1.620 4.607 -2.614 -0.07 -0.23 -0.02 0.0029
H 1.193 4.064 -4.249 0.05 -0.04 0.12 0.0001
H -0.634 2.321 -5.045 -0.12 0.09 0.24 0.0004
H -1.547 3.804 -4.708 0.09 -0.20 0.12 0.0011
H -2.196 2.230 -4.201 0.13 0.11 0.00 0.0002
H -1.977 3.403 -0.790 0.14 -0.04 -0.14 0.0005
H -2.235 4.537 -2.116 0.12 -0.04 0.11 -0.0001
H -0.913 4.811 -0.954 0.03 -0.13 -0.13 0.0004
Br 1.882 -2.937 4.558 -0.26 0.58 -0.06 0.0027
C 0.561 -1.649 4.042 -0.06 -0.02 -0.20 0.0024
C -0.509 -1.370 4.879 0.07 -0.06 -0.35 0.0024
C -1.519 -0.557 4.372 0.27 0.22 -0.35 0.0024
C -1.371 -0.010 3.098 0.15 -0.08 0.07 0.0090
N -0.297 -0.226 2.311 -0.25 -1.72 1.95 0.0906
C 0.640 -1.062 2.778 -0.32 -0.12 0.47 0.0121
H -0.537 -1.811 5.867 -0.18 0.02 -0.02 0.0001
H -2.424 -0.329 4.932 0.29 -0.09 -0.03 0.0006
H -2.141 0.628 2.672 0.20 -0.15 0.10 0.0008
H 1.481 -1.293 2.150 -0.14 0.10 -0.05 0.0013
```
Forces are in eV/Å.

Values from the calculation:
total charge	0
lowest unoccupied orbital energy (spin up / spin down)	0.3 / -0.7	eV
HOMO-LUMO gap (spin up / spin down)	6.72 / 6.86	eV
HOMO energy (spin up / spin down)	-0.235 / -0.280	Ha
⟨S²⟩	6.0132
2S+1	5

***

# 2
This record from the Open Molecules 2025 dataset describes a 2-piece molecular cluster, C5H6N2O overall in a non-equilibrium geometry. The level of theory is the ωB97M-V functional and the def2-TZVPD basis.

The geometry in XYZ format:
```
14
Properties=species:S:1:pos:R:3:forces:R:3:nbo_charge:R:1
C 0.406 -2.497 -0.528 0.34 -0.28 -0.06 -0.0938
C -0.373 -1.413 -0.714 0.14 0.51 -1.13 -0.1401
C 1.002 -1.071 0.886 3.41 0.07 3.91 0.1850
C -0.102 4.171 -0.423 0.07 0.46 -0.22 0.4932
C -0.718 0.710 0.456 2.18 1.50 0.86 -0.4080
N 1.290 -2.273 0.532 -0.63 -1.83 -1.75 -0.4662
N 0.108 -0.447 0.197 -3.67 -0.33 -3.34 -0.3572
O 0.052 5.171 -0.920 -0.06 -0.37 0.19 -0.4884
H 0.377 -3.347 -1.201 0.28 -0.18 0.59 0.2060
H -1.061 -1.238 -1.573 0.54 0.24 1.25 0.2187
H 1.560 -0.722 1.772 -0.74 0.64 -0.63 0.1961
H 0.024 1.606 0.450 -1.73 -1.22 0.45 0.2172
H -1.155 0.492 1.458 -0.28 1.00 -0.89 0.2149
H -1.410 0.859 -0.391 0.14 -0.21 0.78 0.2226
```
Forces are in eV/Å.

Values from the calculation:
total charge	0
lowest unoccupied orbital energy	0.8	eV
ΔE to the lowest compared entry with this formula, charge and spin	23.2	kcal/mol
HOMO-LUMO gap	9.79	eV
HOMO energy	-0.329	Ha

***

# 3
This record from the Open Molecules 2025 dataset describes a 2-piece molecular cluster, C5H14N4 overall in a non-equilibrium geometry. The level of theory is the ωB97M-V functional and the def2-TZVPD basis.

The geometry in XYZ format:
```
23
Properties=species:S:1:pos:R:3:forces:R:3:nbo_charge:R:1
C 0.068 1.021 2.049 -0.86 -0.51 -0.52 -0.6397
C 0.717 -0.059 1.228 1.76 0.53 0.19 -0.2883
C 1.413 0.138 0.081 -1.17 -1.14 0.59 0.1880
C 2.376 -0.885 -0.455 -0.32 0.12 -0.04 -0.6452
N 1.130 1.183 -0.780 -1.02 1.14 -0.04 -0.8249
H -0.970 0.746 2.258 -0.08 0.13 0.11 0.2071
H 0.569 1.116 3.010 0.14 0.12 0.02 0.2120
H 0.051 1.977 1.535 0.10 0.16 0.05 0.2074
H 0.930 -0.965 1.781 0.17 -0.09 -0.01 0.1905
H 1.918 -1.456 -1.265 0.00 -0.04 -0.13 0.2043
H 2.682 -1.577 0.321 0.06 -0.07 0.09 0.2224
H 3.254 -0.387 -0.860 0.16 0.02 -0.01 0.2180
H 1.241 0.946 -1.757 0.16 0.01 0.08 0.3711
H 0.160 1.542 -0.644 1.41 -0.27 -0.16 0.3863
C -1.227 -1.806 -0.858 0.80 -0.24 -0.06 -0.4471
N -1.629 -0.586 -0.211 -1.14 2.55 -1.39 -0.2363
N -1.644 0.411 -1.005 -0.62 -2.37 0.93 -0.0433
N -2.250 1.511 -0.497 0.28 -0.13 0.79 -0.6435
H -0.693 -1.631 -1.800 -0.16 -0.03 0.06 0.1895
H -2.112 -2.428 -1.031 0.06 0.17 -0.03 0.2083
H -0.577 -2.348 -0.169 0.00 -0.04 -0.07 0.2093
H -2.502 2.178 -1.204 -0.08 -0.05 -0.09 0.3810
H -2.903 1.358 0.275 0.34 0.03 -0.36 0.3734
```
Forces are in eV/Å.

Values from the calculation:
total charge	0
lowest unoccupied orbital energy	1.1	eV
ΔE to the lowest compared entry with this formula, charge and spin	52.2	kcal/mol
HOMO-LUMO gap	8.56	eV
HOMO energy	-0.273	Ha
SMILES string	C/C=C(/C)N.C/N=N/N

***

# 4
This record from the Open Molecules 2025 dataset describes C23H29BF3N10NiO2S4 as an isolated structure. The level of theory is the ωB97M-V functional and the def2-TZVPD basis.

The geometry in XYZ format:
```
73
Properties=species:S:1:pos:R:3:forces:R:3:lowdin_spin:R:1
Ni 0.919 -0.954 0.076 -0.28 -0.20 -0.23 1.6403
N -3.046 4.576 2.124 0.00 -0.02 0.13 0.0000
C -2.196 3.490 2.388 0.01 0.05 -0.02 0.0000
C -2.721 2.256 2.758 -0.03 -0.04 0.00 0.0002
C -1.878 1.194 3.049 0.02 0.04 -0.01 0.0002
C -0.506 1.359 2.968 -0.10 0.17 0.00 0.0001
C 0.030 2.587 2.598 -0.06 -0.02 0.05 0.0000
C -0.811 3.647 2.315 -0.01 0.02 0.08 0.0000
S 0.581 0.051 3.435 0.10 -0.12 -0.21 0.0037
O 1.464 0.597 4.429 0.05 -0.02 0.10 0.0053
O -0.249 -1.069 3.801 -0.10 -0.02 0.08 0.0001
N 1.329 -0.286 2.045 0.65 -0.05 0.12 0.0381
C 2.678 -0.382 1.873 -0.27 0.11 0.24 0.0062
N 3.634 -0.164 2.787 -0.01 -0.01 -0.07 0.0012
C 4.883 -0.302 2.366 -0.05 0.00 0.02 -0.0001
C 5.239 -0.664 1.073 0.05 0.03 0.14 0.0017
C 4.186 -0.892 0.210 -0.08 -0.06 -0.28 0.0053
N 2.937 -0.753 0.595 -0.03 0.09 0.02 0.0449
H -3.976 4.322 1.832 0.00 -0.02 -0.03 0.0000
H -2.648 5.293 1.540 -0.02 -0.02 0.04 0.0000
H -3.797 2.125 2.806 0.02 -0.01 0.01 0.0000
H -2.273 0.227 3.328 0.00 0.02 -0.01 0.0001
H 1.105 2.707 2.531 -0.02 0.00 -0.01 0.0000
H -0.395 4.605 2.023 -0.03 -0.04 0.06 0.0000
H 5.650 -0.116 3.113 -0.01 0.00 0.00 -0.0001
H 6.267 -0.771 0.762 0.00 0.01 0.03 0.0003
H 4.339 -1.191 -0.822 -0.02 0.01 0.01 0.0004
C -2.340 -2.848 1.990 0.07 -0.05 -0.12 0.0004
N -2.490 -2.933 0.543 -0.18 -0.02 0.31 0.0038
C -3.037 -3.996 -0.145 0.13 0.03 0.08 0.0020
C -3.004 -3.661 -1.450 0.09 0.17 -0.06 0.0008
N -2.451 -2.400 -1.565 -0.02 -0.03 -0.15 0.0046
B -2.046 -1.766 -2.948 -0.02 0.00 -0.04 0.0007
N -0.670 -2.415 -3.369 -0.16 0.01 0.04 0.0050
C -0.592 -3.661 -3.961 -0.10 0.19 0.11 0.0008
C 0.700 -4.035 -4.003 0.14 0.05 0.10 0.0022
N 1.420 -3.005 -3.430 0.22 -0.04 -0.09 0.0043
C 2.857 -3.016 -3.239 -0.08 -0.02 -0.01 0.0004
C 0.575 -2.016 -3.047 -0.17 -0.12 0.06 0.0060
S 1.083 -0.530 -2.338 0.17 -0.10 -0.06 0.0437
C -2.153 -1.960 -0.329 0.09 -0.06 -0.19 0.0063
S -1.512 -0.443 0.157 0.02 -0.09 0.05 0.0453
H -2.302 -3.861 2.385 0.00 0.01 0.00 0.0000
H -3.179 -2.310 2.432 -0.02 0.01 -0.02 0.0002
H -1.416 -2.332 2.242 -0.04 -0.02 -0.02 0.0000
H -3.357 -4.895 0.352 -0.02 0.04 0.01 0.0002
H -3.319 -4.215 -2.317 0.01 0.03 0.01 0.0000
H -1.943 -0.573 -2.859 -0.03 -0.10 -0.02 0.0001
H -2.868 -2.144 -3.766 0.07 0.04 0.08 0.0000
H -1.475 -4.177 -4.296 0.01 0.04 0.01 0.0000
H 1.173 -4.933 -4.360 0.01 0.05 0.00 0.0002
H 3.131 -3.794 -2.527 -0.02 0.01 0.00 0.0002
H 3.142 -2.048 -2.838 0.00 0.01 0.00 0.0002
H 3.355 -3.181 -4.194 0.01 0.00 -0.02 0.0001
C 1.141 5.430 -0.319 -0.04 -0.10 0.01 0.0004
N 0.251 4.306 -0.442 0.23 0.04 -0.25 0.0005
C -1.088 4.505 -0.967 0.07 -0.02 0.05 0.0001
C -1.608 3.074 -1.124 0.07 -0.02 0.00 0.0002
N -0.366 2.325 -1.134 0.11 -0.08 -0.01 0.0008
C 0.681 3.023 -0.668 -0.12 -0.02 -0.01 0.0010
S 2.221 2.423 -0.387 -0.32 0.13 -0.08 0.0090
H 0.761 6.133 0.425 -0.02 0.03 0.02 0.0000
H 1.248 5.956 -1.276 0.01 0.02 0.00 0.0000
H 2.116 5.066 -0.005 0.01 -0.02 0.01 0.0003
H -1.046 5.036 -1.926 0.00 0.01 -0.04 0.0000
H -1.696 5.097 -0.279 0.04 0.01 -0.05 0.0000
H -2.159 2.930 -2.051 -0.03 -0.02 -0.02 0.0000
H -2.240 2.768 -0.288 0.02 -0.01 0.03 0.0002
H -0.352 1.314 -1.223 0.03 0.07 -0.05 0.0016
F 0.164 -3.721 -0.723 -0.20 -0.16 -0.18 0.0150
C 0.980 -2.995 0.105 0.16 0.38 0.36 0.0708
F 0.721 -3.515 1.355 -0.01 -0.10 -0.04 0.0130
F 2.243 -3.497 -0.194 0.03 -0.07 -0.04 0.0117
```
Forces are in eV/Å.

Values from the calculation:
total charge	-1
lowest unoccupied orbital energy (spin up / spin down)	2.5 / 2.5	eV
ΔE to the lowest compared entry with this formula, charge and spin	0.0	kcal/mol
HOMO-LUMO gap (spin up / spin down)	7.10 / 7.53	eV
HOMO energy (spin up / spin down)	-0.170 / -0.185	Ha
⟨S²⟩	2.0069
2S+1	3